{"formula": "C25H30N3", "method": "ωB97M-V/def2-TZVPD", "homo_ha": -0.3408, "molar_mass_g_mol": 372.54, "charge": 1, "homo_lumo_gap_ev": 5.76, "species": ["C", "C", "H", "N", "H", "H", "H", "H", "H", "C", "C", "C", "H", "C", "H", "C", "H", "C", "H", "C", "H", "H", "C", "H", "H", "H", "C", "C", "C", "H", "H", "H", "H", "H", "C", "C", "N", "H", "H", "H", "H", "H", "C", "H", "H", "C", "C", "C", "N", "H", "C", "H", "C", "H", "C", "C", "C", "C"], "positions_angstrom": [[4.330748, 1.794072, -0.766211], [-4.016760, 0.806914, -0.820444], [-0.487616, -2.707618, -3.314703], [-0.535958, -2.501274, -1.244771], [4.688857, 2.823058, -0.753712], [-2.569071, -0.745380, -1.281251], [3.590114, 4.359004, -1.610383], [1.356128, -1.307013, 2.305561], [1.942470, -1.294820, 0.129571], [-3.205638, 2.606143, 0.591612], [0.735618, 1.127000, -0.539678], [-0.346252, 0.330349, -0.246066], [0.462665, -3.632244, 4.005819], [1.546384, 4.999668, -2.083863], [-2.303726, -3.534550, 2.777641], [-0.776100, -3.869809, -1.028489], [-2.410149, -1.773841, 2.450868], [0.366771, -3.774422, 2.919952], [1.831755, 5.971311, -2.489441], [0.753888, 2.516489, -1.026237], [0.285377, -1.112459, 3.700928], [-0.163804, -4.719207, 2.747594], [-1.940753, 2.034283, 0.589105], [4.735861, 1.247491, 0.090748], [3.432886, -0.503127, 0.683246], [-0.993721, -1.087935, -2.748381], [2.527810, 4.133746, -1.586190], [0.191421, 4.630964, -2.053149], [-2.765610, 0.201329, -0.776598], [4.680522, 1.310174, -1.687365], [-1.257317, 3.053789, -1.583234], [-0.570078, 5.317217, -2.431633], [0.044151, -0.873944, 0.155026], [0.715743, -1.555517, -2.658451], [-0.799503, -4.049365, 0.294279], [-1.674607, 0.830588, -0.131384], [-0.513335, -2.814502, 0.877210], [-3.371160, 3.533434, 1.147679], [-0.835166, -4.578220, -1.844197], [1.374236, -3.837008, 2.482342], [3.234491, -0.977282, -1.028191], [-0.896884, -4.949619, 0.869683], [-0.210951, 3.374652, -1.549042], [-5.232369, 2.472289, -0.152686], [-4.811366, 0.347228, -1.405312], [0.304400, -1.278906, 2.616515], [-4.246246, 2.003234, -0.130009], [-0.313976, -1.925316, -2.563304], [2.883018, 1.816749, -0.702546], [-1.111936, 2.507986, 1.125098], [2.106561, 0.742794, -0.435448], [-0.192832, -0.420205, 2.151032], [2.708545, -0.565465, -0.146964], [-1.742038, -2.364802, 3.993118], [-1.809032, -2.565756, 2.917211], [-0.430066, -1.897665, -0.071831], [2.105726, 2.921453, -1.066489], [-0.402125, -2.596156, 2.335819]], "forces_ev_per_a": [[0.275, -0.071, 0.000], [-0.141, 0.346, 0.308], [0.056, 0.325, 0.275], [-0.471, -1.313, -0.304], [0.068, -0.225, 0.105], [-0.303, 0.291, -0.047], [-0.237, 0.258, -0.157], [-0.209, 0.018, 0.016], [0.218, 0.192, -0.044], [0.159, -0.367, 0.092], [-1.086, 0.645, -0.954], [1.981, 5.708, 1.221], [0.002, -0.090, -0.326], [-0.045, -0.171, 0.351], [-0.002, 0.231, 0.006], [0.063, 0.559, -0.913], [0.105, -0.196, 0.094], [0.316, -0.010, 0.237], [-0.057, -0.322, 0.119], [0.766, 0.560, -0.449], [0.057, -0.034, -0.244], [0.220, 0.228, 0.178], [0.108, -0.275, 0.021], [-0.036, 0.208, -0.145], [-0.211, -0.037, -0.323], [0.084, -0.204, 0.027], [-0.117, 0.098, -0.017], [-0.051, -0.641, 0.232], [0.685, -0.044, 0.179], [-0.132, 0.122, 0.158], [0.465, 0.348, -0.038], [0.318, -0.257, 0.051], [-1.319, 0.609, -0.699], [-0.260, -0.166, 0.041], [0.375, -0.027, 0.797], [-0.930, 0.732, -0.471], [-1.024, -1.558, -0.341], [0.001, -0.355, -0.219], [-0.198, 0.185, 0.159], [-0.263, -0.056, 0.146], [-0.089, 0.307, 0.303], [-0.168, -0.073, -0.093], [-0.025, 0.534, -0.186], [0.328, -0.186, -0.033], [0.103, 0.084, 0.226], [0.179, 0.120, 0.228], [0.019, -0.148, -0.204], [0.151, 0.233, -0.369], [-0.264, -1.256, 0.264], [-0.352, -0.102, -0.209], [0.490, 1.448, -0.162], [0.041, -0.180, 0.027], [0.253, -0.832, 0.252], [-0.106, -0.072, -0.204], [-0.250, 0.091, 0.178], [1.721, -5.141, 1.299], [-1.009, -0.001, -0.516], [-0.253, -0.071, 0.078]], "nbo_charge": [-0.4174, -0.2210, 0.2307, -0.3361, 0.2331, 0.1905, 0.2192, 0.2095, 0.2403, -0.2082, -0.1477, -0.0519, 0.2355, -0.1951, 0.2172, -0.0590, 0.2279, -0.6153, 0.2314, -0.1037, 0.2390, 0.2138, -0.1943, 0.2231, 0.2497, 0.2296, -0.2423, -0.2051, -0.1752, 0.2225, 0.2353, 0.2295, 0.2956, 0.2158, -0.0717, -0.1729, -0.3182, 0.2290, 0.2417, 0.2190, 0.2515, 0.2424, -0.1754, 0.2272, 0.2251, -0.6248, -0.2094, -0.4064, -0.3140, 0.2201, 0.3617, 0.2333, -0.6886, 0.2267, -0.6148, 0.1877, 0.1824, 0.1315]}